The following is a quantum chemistry calculation of one molecule with the formula C3H6N2O2 at a distorted geometry, from the OMol25 dataset.

```
! RIJCOSX wB97M-V def2-TZVPD def2/J DEFGRID3
* xyz 0 1
C 0.615 -1.560 1.331
C -0.070 -0.774 0.181
C -0.107 1.482 0.464
H 0.648 -2.512 0.789
H 1.583 -1.091 1.717
H -0.174 -1.827 2.008
H -0.563 2.411 0.566
H -1.326 0.476 -1.385
H -1.169 -0.550 -2.812
N -0.007 -1.048 -1.053
N -0.611 -0.073 -1.935
O -0.787 0.458 0.275
O 1.125 1.548 0.747
*
```

ΔE to the lowest compared entry with this formula, charge and spin = 101.2 kcal per mole
highest occupied orbital energy = -0.3550 hartree

The following is a quantum chemistry calculation of C19H12AlClN4O10 as an isolated structure, from the OMol25 dataset.

```
! RIJCOSX wB97M-V def2-TZVPD def2/J DEFGRID3
* xyz 0 1
Al -0.092 -0.978 0.086
O 2.062 -3.627 2.134
C 1.279 -2.816 1.706
N 0.970 -2.524 0.396
C 1.508 -3.200 -0.666
O 2.249 -4.151 -0.677
C 0.999 -2.587 -1.959
C 1.330 -3.130 -3.184
C 0.799 -2.550 -4.326
C -0.036 -1.450 -4.194
C -0.306 -0.952 -2.931
N 0.201 -1.515 -1.833
C 0.463 -1.949 2.650
C 0.526 -2.134 4.017
C -0.287 -1.354 4.823
C -1.133 -0.425 4.231
C -1.131 -0.289 2.854
N -0.342 -1.040 2.085
H 1.982 -3.991 -3.207
H 1.030 -2.951 -5.303
H -0.478 -0.978 -5.058
H -0.951 -0.102 -2.778
H 1.194 -2.887 4.411
H -0.269 -1.473 5.898
H -1.792 0.187 4.829
H -1.778 0.410 2.344
O 1.639 0.059 0.591
C 1.892 1.263 0.469
C 0.990 2.266 0.006
C 1.362 3.613 -0.014
C 0.463 4.558 -0.430
C -0.833 4.189 -0.842
C -1.214 2.878 -0.839
C -0.313 1.873 -0.416
O -0.666 0.639 -0.429
N 0.842 5.959 -0.443
O 0.014 6.766 -0.819
O 1.964 6.248 -0.069
H 2.898 1.604 0.753
H 2.351 3.922 0.301
H -1.511 4.971 -1.154
H -2.204 2.563 -1.140
O -4.224 -1.849 -0.129
Cl -3.171 -0.952 -0.390
O -3.099 -0.629 -1.765
O -3.261 0.219 0.407
O -1.916 -1.702 0.006
*
```

ΔE to the lowest compared entry with this formula, charge and spin = 0.0 kcal per mole
highest occupied orbital energy = -0.3539 hartree

The following is a quantum chemistry calculation of one molecule with the formula C3H8N2 at a distorted geometry, from the OMol25 dataset.

```
! RIJCOSX wB97M-V def2-TZVPD def2/J DEFGRID3
* xyz 0 1
C 1.309 -0.627 -0.439
C 0.673 0.440 0.447
C -0.512 1.161 -0.170
H 0.522 -1.197 -0.743
H 2.091 -1.231 -0.102
H 2.035 -0.152 -1.268
H 0.623 0.158 1.526
H 1.450 1.136 0.511
H -0.283 2.265 -0.589
H -2.749 -0.934 0.235
H -1.691 -0.736 1.135
N -1.657 0.600 -0.479
N -1.811 -0.883 -0.065
*
```

ΔE to the lowest compared entry with this formula, charge and spin = 105.9 kcal per mole
highest occupied orbital energy = -0.3561 hartree

| no. | frontier orbital gap (eV) | lowest unoccupied orbital energy (Ha) |
| --- | --- | --- |
| 1 | 10.43 | 0.0283 |
| 2 | 8.53 | -0.0406 |
| 3 | 10.67 | 0.0359 |